# 1
The following is a quantum chemistry calculation of C44H40N11OPbS2Sb as an isolated structure, from the Open Molecules 2025 dataset.

Atoms and positions in Å:
Pb 1.6737 0.5185 0.3477
C 4.7721 -3.2463 -1.8801
C 4.1101 -1.9111 -1.7132
O 3.5384 -1.5901 -0.6804
N 4.1685 -1.0271 -2.7624
C 3.4468 0.2036 -2.6627
C 4.2894 1.2138 -1.9584
C 5.4846 1.6723 -2.5593
C 6.2374 2.6215 -1.8580
C 5.7634 3.1217 -0.6572
C 4.6245 2.6047 -0.1271
N 3.9112 1.6583 -0.7855
H 4.0312 -3.9836 -1.5613
H 5.5638 -3.2396 -1.1372
H 5.2316 -3.5135 -2.7929
H 4.5793 -1.3118 -3.6209
H 2.4836 0.0747 -2.2164
H 3.2376 0.5475 -3.7115
H 5.7727 1.1632 -3.4855
H 7.1718 2.9171 -2.2907
H 6.2821 3.9492 -0.2666
H 4.2374 2.9690 0.7931
N 0.0429 -1.8531 3.9990
C -1.1091 -1.0835 4.0318
C -2.2843 -1.1755 4.8200
C -3.2452 -0.1960 4.5822
C -3.0857 0.8340 3.6573
C -1.9248 0.8981 2.9355
C -0.9299 -0.0562 3.1008
N 0.3075 -0.2975 2.4378
C 0.8555 -1.3176 3.0156
C 2.2042 -1.7734 2.6296
C 2.7722 -3.0011 2.5198
S 4.4416 -2.8639 2.2537
C 4.2576 -1.1514 1.9869
N 3.0616 -0.6933 2.2749
H 0.2424 -2.6252 4.5745
H -2.4644 -1.9964 5.4864
H -4.2049 -0.3232 5.1515
H -3.9312 1.4306 3.5207
H -1.7685 1.6335 2.1829
H 2.3137 -3.9020 2.8756
H 5.1286 -0.5226 1.8435
N 2.5942 2.4826 3.5403
C 1.7708 3.2751 2.8646
N 1.3486 4.3863 3.4705
C 0.5629 5.2339 2.7990
N 0.0086 6.3532 3.3333
N 0.1574 4.9601 1.5271
C 0.6074 3.8198 0.9999
N 1.3629 2.9496 1.6204
C -0.0090 3.4755 -0.3453
C -0.8339 4.3765 -1.0131
C -1.3793 4.0139 -2.2284
C -1.0272 2.8139 -2.7992
C -0.2508 1.9399 -2.0976
N 0.1971 2.2532 -0.8743
H 3.0127 2.8363 4.4234
H 2.8416 1.6206 3.2043
H -0.0169 6.5473 4.2952
H -0.6693 6.8061 2.7468
H -0.9541 5.3348 -0.5303
H -2.0052 4.6422 -2.7771
H -1.3621 2.5270 -3.7799
H 0.0623 0.9749 -2.4042
S 0.3856 -1.6098 -1.2205
Sb -1.8568 -1.7991 -1.2554
C -2.5239 -2.9577 -2.8345
C -1.5333 -3.4280 -3.7070
C -1.9527 -4.0276 -4.8799
C -3.2955 -4.0966 -5.2171
C -4.2430 -3.4497 -4.4109
C -3.8465 -2.8616 -3.1928
C -2.4179 -2.8307 0.5071
C -1.3789 -3.5687 1.2024
C -1.7176 -4.2658 2.3614
C -3.0184 -4.1881 2.8790
C -3.9914 -3.5509 2.1931
C -3.7007 -2.7810 1.0603
C -2.9589 -0.0585 -1.5210
C -3.3715 0.3035 -2.8126
C -4.1435 1.3910 -3.0913
C -4.5944 2.1997 -2.0315
C -4.1661 1.8919 -0.7376
C -3.3430 0.7737 -0.5104
H -0.4869 -3.5572 -3.4191
H -1.2524 -4.5089 -5.5749
H -3.5793 -4.7147 -6.0485
H -5.3525 -3.5547 -4.6187
H -4.4785 -2.2799 -2.5257
H -0.4356 -3.4801 0.7641
H -0.9681 -4.7897 2.9007
H -3.3088 -4.7444 3.7525
H -5.0160 -3.5557 2.6008
H -4.4896 -2.2844 0.5322
H -3.0859 -0.2549 -3.6930
H -4.2375 1.7451 -4.1163
H -5.1930 3.0159 -2.2928
H -4.5636 2.3703 0.1473
H -3.1928 0.5083 0.5418

Atoms 1-3, force components in eV/Å:
Pb -0.0794 0.2835 -0.0354
C -0.4738 0.2065 1.6904
C 0.1179 0.6530 -1.3079

Summary:
Energy relative to the best compared isomer or geometry (same formula, charge and spin) ... 21.43 kcal per mole
Spin multiplicity ... 1
Net charge ... +2

Atom charges from the Löwdin analysis, given in e for atoms 1 to 99:
1. Pb 1.329
2. C 0.034
3. C -0.496
4. O -0.091
5. N 0.091
6. C -0.155
7. C -0.286
8. C 0.021
9. C -0.023
10. C -0.048
11. C -0.111
12. N 0.017
13. H 0.103
14. H 0.091
15. H 0.073
16. H 0.141
17. H 0.020
18. H 0.160
19. H 0.124
20. H 0.114
21. H 0.105
22. H 0.092
23. N 0.198
24. C -0.175
25. C 0.007
26. C -0.072
27. C -0.073
28. C -0.034
29. C -0.184
30. N 0.061
31. C -0.287
32. C -0.313
33. C -0.329
34. S 1.080
35. C -0.429
36. N -0.092
37. H 0.152
38. H 0.110
39. H 0.131
40. H 0.094
41. H 0.096
42. H 0.086
43. H 0.097
44. N 0.203
45. C -0.447
46. N 0.181
47. C -0.392
48. N 0.191
49. N 0.165
50. C -0.291
51. N 0.090
52. C -0.183
53. C 0.019
54. C -0.018
55. C -0.043
56. C -0.145
57. N -0.010
58. H 0.152
59. H 0.028
60. H 0.098
61. H 0.111
62. H 0.113
63. H 0.107
64. H 0.118
65. H 0.053
66. S 0.050
67. Sb 1.295
68. C -0.380
69. C -0.129
70. C -0.081
71. C -0.062
72. C -0.048
73. C -0.136
74. C -0.313
75. C -0.109
76. C -0.072
77. C -0.089
78. C -0.085
79. C -0.102
80. C -0.365
81. C -0.149
82. C -0.073
83. C -0.040
84. C -0.048
85. C -0.124
86. H 0.085
87. H 0.119
88. H 0.110
89. H 0.134
90. H 0.101
91. H 0.028
92. H 0.092
93. H 0.113
94. H 0.126
95. H 0.096
96. H 0.109
97. H 0.122
98. H 0.095
99. H 0.109

***

# 2
The following is a quantum chemistry calculation of a 2-piece molecular cluster, C4H8NO2 overall, from the Open Molecules 2025 dataset.

Atoms and positions in Å:
C -1.4381 0.3635 2.3069
O -2.3148 -0.5840 2.6033
C 0.7385 -1.3257 -1.2282
C -0.0205 -0.1451 -0.9114
C 0.5331 1.1938 -1.0138
O -0.1825 2.2397 -0.7899
N 1.9490 -1.2708 -1.6183
H -0.7922 0.1252 1.3832
H -1.9020 1.3423 2.1016
H 0.2624 -2.3086 -1.2523
H 1.0804 1.1584 -2.0051
H -1.0518 -0.1861 -0.5698
H 1.4602 1.0384 -0.3728
H -0.6456 0.5699 3.0775
H 2.3238 -2.2110 -1.7107

Atoms 1-3, force components in eV/Å:
C -0.3113 -0.0359 0.5723
O 0.2242 -0.2034 -0.0800
C -0.1265 -0.7598 -0.4934

Summary:
Energy relative to the best compared isomer or geometry (same formula, charge and spin) ... 170.79 kcal per mole
Spin multiplicity ... 1
Net charge ... -1

Charges computed using natural (NBO), reported in e:
1. C -0.180
2. O -0.808
3. C 0.034
4. C -0.075
5. C -0.139
6. O -0.727
7. N -0.613
8. H 0.103
9. H 0.116
10. H 0.159
11. H 0.229
12. H 0.240
13. H 0.246
14. H 0.091
15. H 0.324

***

# 3
The following is a quantum chemistry calculation of C3H5N3 in the gas phase, from the Open Molecules 2025 dataset.

Atoms and positions in Å:
C 1.7247 -0.3234 0.0046
N 0.3403 0.2808 0.0196
C -0.5939 0.0773 -0.9171
N -1.8469 0.1814 -0.5728
C -1.8403 0.4182 0.8070
N -0.6818 0.4662 1.4050
H 2.5491 0.4065 0.0227
H 1.7922 -0.9267 0.9064
H 1.9366 -1.0008 -0.8493
H -0.5136 -0.1779 -1.9694
H -2.8656 0.5344 1.2168

Atoms 1-3, force components in eV/Å:
C -0.5008 0.1525 0.5087
N -1.8979 -0.5138 1.4325
C -0.5712 -0.0265 -0.1278

Summary:
SMILES ... Cn1cncn1
Energy relative to the best compared isomer or geometry (same formula, charge and spin) ... 53.17 kcal per mole
Spin multiplicity ... 1

Charges computed using natural (NBO), reported in e:
1. C -0.419
2. N -0.282
3. C 0.235
4. N -0.532
5. C 0.144
6. N -0.242
7. H 0.212
8. H 0.225
9. H 0.216
10. H 0.215
11. H 0.228

***

# 4
The following is a quantum chemistry calculation of C19H28N2O3 as an isolated structure, from the Open Molecules 2025 dataset.

Atoms and positions in Å:
C 1.3278 4.5937 -0.2654
H 1.7743 5.5708 -0.6598
O 2.5686 3.8522 -0.4303
C 2.3155 2.4107 -0.1229
C 1.0996 1.6699 0.1574
C 0.9810 0.4039 0.6421
C 2.0738 -0.4297 0.6411
C 3.3309 0.3278 -0.0444
C 3.3526 1.6785 -0.2955
H 4.3659 2.0769 -0.5158
H 4.1904 -0.0881 0.0245
C 2.0822 -1.7051 0.6244
C 0.9572 -2.5328 1.3355
H 0.5568 -1.5032 2.1565
C -0.1355 -2.8539 0.3160
N -0.1609 -2.0949 -0.6430
C -1.0037 -1.3680 -1.2009
O -0.9629 -0.7513 -2.2729
N -2.0352 -0.8925 -0.5266
H -2.0911 -1.0877 0.6481
C -3.1973 -0.0529 -0.9727
C -2.9048 1.4900 -0.3518
C -2.8682 1.7449 1.0546
C -4.3135 1.3259 1.6972
C -4.5881 -0.0079 0.9643
C -4.4273 -0.4119 -0.3078
H -5.2684 -0.0265 -0.7997
H -4.6701 -1.3257 -0.5406
H -5.6700 -0.4502 1.6753
H -3.8577 -0.8755 1.8067
H -4.2856 1.5532 2.5517
H -5.0214 1.9015 0.9255
H -2.6101 2.7179 1.2380
H -2.1344 0.8972 1.4914
H -1.8159 1.5365 -0.8787
H -3.4398 2.2711 -0.9749
H -3.1530 -0.1175 -2.1461
C 1.1283 -2.1972 -1.2731
H 0.9896 -2.9716 -2.2672
H 1.1740 -1.1521 -1.9826
C 2.3948 -2.6095 -0.4658
H 3.1002 -2.1552 -0.8771
H 2.2769 -3.6508 -0.4045
H 0.0319 -4.0233 0.2023
H -1.2247 -2.7592 0.8173
H 1.3986 -3.2579 2.0607
O 3.4219 -2.1495 1.5641
H 3.6200 -3.1379 1.6166
H 0.1193 0.1647 0.7946
H 0.0379 2.4899 0.4648
H 0.5219 4.3020 -1.0856
H 0.8927 4.6965 0.6128

Atoms 1-3, force components in eV/Å:
C 2.5397 1.4971 -8.0938
H -1.3789 -0.7044 0.9102
O -3.2836 -3.9584 2.0054

Summary:
Energy relative to the best compared isomer or geometry (same formula, charge and spin) ... 510.85 kcal per mole
Spin multiplicity ... 1

Charges computed using natural (NBO), reported in e:
1. C -0.255
2. H 0.201
3. O -0.510
4. C 0.395
5. C -0.243
6. C -0.174
7. C -0.115
8. C -0.070
9. C -0.320
10. H 0.233
11. H 0.188
12. C 0.277
13. C -0.378
14. H 0.165
15. C -0.189
16. N -0.512
17. C 0.778
18. O -0.689
19. N -0.643
20. H 0.375
21. C 0.006
22. C -0.449
23. C -0.410
24. C -0.337
25. C -0.281
26. C -0.562
27. H 0.231
28. H 0.240
29. H 0.232
30. H 0.110
31. H 0.175
32. H 0.173
33. H 0.215
34. H 0.178
35. H 0.235
36. H 0.214
37. H 0.270
38. C -0.254
39. H 0.202
40. H 0.281
41. C -0.427
42. H 0.225
43. H 0.227
44. H 0.167
45. H 0.213
46. H 0.257
47. O -0.843
48. H 0.453
49. H 0.192
50. H 0.198
51. H 0.178
52. H 0.172

***

# 5
The following is a quantum chemistry calculation of a 9-piece molecular cluster, H18O9 overall, from the Open Molecules 2025 dataset.

Atoms and positions in Å:
O 0.3512 0.1211 -0.3481
H 0.6822 -0.2779 0.4979
H -0.5628 -0.1289 -0.2821
O 0.3362 1.9941 2.0149
H 0.7152 2.4711 2.7249
H 0.3802 1.0411 2.3259
O 2.5822 -1.4559 -1.1951
H 3.0352 -0.6869 -0.9501
H 1.6912 -1.1559 -1.1381
O 1.8062 2.2621 -0.4091
H 1.2672 1.5191 -0.0891
H 1.7652 2.1611 -1.3541
O -1.2628 2.4721 -0.6231
H -1.4968 2.4421 0.2719
H -0.4728 1.8911 -0.6011
O 1.1322 -0.6729 2.1469
H 2.0202 -0.6079 2.3369
H 0.8872 -1.5899 2.3249
O -0.0698 -2.4929 -1.4211
H -0.6148 -1.9989 -0.8101
H -0.1748 -3.3329 -1.0151
O -1.6498 -1.4999 0.4029
H -2.4628 -1.6219 -0.0841
H -1.8908 -1.8389 1.2409
O -2.8108 0.0411 -2.1631
H -2.0938 0.5401 -2.4651
H -3.0888 0.4041 -1.3381

Atoms 1-3, force components in eV/Å:
O 0.6214 -0.6402 0.8274
H 0.0532 0.4226 -0.7364
H -0.8951 0.0266 -0.2381

Summary:
SMILES ... O.O.O.O.O.O.O.O.O
Energy relative to the best compared isomer or geometry (same formula, charge and spin) ... 69.35 kcal per mole
Spin multiplicity ... 1

Charges computed using natural (NBO), reported in e:
1. O -0.998
2. H 0.499
3. H 0.494
4. O -0.960
5. H 0.470
6. H 0.480
7. O -0.948
8. H 0.451
9. H 0.488
10. O -0.962
11. H 0.480
12. H 0.457
13. O -0.959
14. H 0.466
15. H 0.481
16. O -0.946
17. H 0.495
18. H 0.495
19. O -0.942
20. H 0.466
21. H 0.452
22. O -0.953
23. H 0.503
24. H 0.487
25. O -0.948
26. H 0.483
27. H 0.468

***

# 6
The following is a quantum chemistry calculation of C28H28BrIN14SiTi as an isolated structure, from the Open Molecules 2025 dataset.

Atoms and positions in Å:
Ti -0.0391 0.0929 0.2985
N -1.2320 1.4946 3.4357
C -1.6356 2.0296 2.2549
N -2.3780 3.1115 2.1649
N -2.5309 3.2963 0.8384
N -1.9257 2.4005 0.1769
N -1.3240 1.5217 1.0453
C -0.2811 0.5158 3.5028
N 0.2121 0.0956 4.6475
N 1.0799 -0.8686 4.2870
N 1.1127 -1.0196 3.0260
N 0.2296 -0.1270 2.4413
H -1.4213 2.0144 4.2772
C 2.5827 -2.3362 -2.5509
C 1.6967 -1.1853 -2.9217
C 1.8596 -0.5152 -4.1197
C 1.0355 0.5708 -4.4065
C 0.0571 0.9474 -3.5188
C -0.1010 0.1821 -2.3500
N 0.7192 -0.8438 -2.0618
N -1.0280 0.4360 -1.3667
Si -2.6885 0.8801 -1.9013
C -3.9508 0.3178 -0.6327
C -3.0301 2.5956 -2.5781
C -2.9877 -0.2527 -3.3921
H 2.8939 -2.8803 -3.4422
H 2.0692 -3.0209 -1.8770
H 3.4876 -1.9861 -2.0511
H 2.6212 -0.8363 -4.8172
H 1.1729 1.1279 -5.3248
H -0.5641 1.8116 -3.6939
H -3.7019 0.5109 0.4071
H -4.1385 -0.7528 -0.7560
H -4.8928 0.8313 -0.8451
H -2.9583 3.3981 -1.8490
H -4.0609 2.5596 -2.9484
H -2.4103 2.8448 -3.4410
H -2.6872 -1.2860 -3.2057
H -2.5025 0.0779 -4.3109
H -4.0655 -0.2636 -3.5843
N 5.0992 5.5536 -0.1463
C 4.3264 4.7047 -0.0897
C 3.3621 3.6443 -0.0268
C 2.5895 3.4676 1.1167
C 1.6625 2.4392 1.1617
C 1.4684 1.5637 0.0848
C 2.2734 1.7596 -1.0443
C 3.2059 2.7833 -1.1084
H 2.7168 4.1303 1.9620
H 1.0878 2.3212 2.0700
H 2.2122 1.1046 -1.9025
H 3.8136 2.9140 -1.9941
Br -2.7986 -1.3761 2.8766
C -2.7228 -2.2181 1.1959
C -3.7191 -3.1477 0.9062
C -3.6956 -3.7693 -0.3235
C -2.6836 -3.4437 -1.2179
C -1.7481 -2.5052 -0.8409
N -1.7531 -1.8896 0.3564
H -4.4843 -3.3560 1.6385
H -4.4558 -4.4941 -0.5832
H -2.6188 -3.8988 -2.1960
H -0.9431 -2.2168 -1.5034
I 5.7686 -1.4622 0.6538
C 3.8047 -2.1156 0.7687
C 3.4867 -3.4238 1.0882
C 2.1496 -3.7758 1.1276
C 1.1916 -2.8199 0.8574
N 1.4967 -1.5621 0.5290
C 2.7845 -1.2181 0.4973
H 4.2621 -4.1453 1.3076
H 1.8442 -4.7776 1.3938
H 0.1440 -3.0559 0.9393
H 3.0120 -0.1902 0.2580

Atoms 1-3, force components in eV/Å:
Ti -0.0876 -0.2131 -0.3937
N 0.0995 0.0974 0.0264
C -0.0417 -0.0271 -0.0871

Summary:
Energy relative to the best compared isomer or geometry (same formula, charge and spin) ... 0.00 kcal per mole
Spin multiplicity ... 1

Charges computed using Löwdin, reported in e:
1. Ti 1.095
2. N 0.142
3. C -0.471
4. N 0.075
5. N -0.017
6. N -0.092
7. N -0.065
8. C -0.558
9. N 0.058
10. N -0.050
11. N -0.043
12. N -0.064
13. H 0.157
14. C -0.014
15. C -0.317
16. C -0.033
17. C -0.043
18. C -0.022
19. C -0.463
20. N 0.099
21. N -0.152
22. Si 0.446
23. C -0.153
24. C -0.168
25. C -0.162
26. H 0.086
27. H 0.074
28. H 0.073
29. H 0.114
30. H 0.116
31. H 0.099
32. H 0.005
33. H 0.020
34. H 0.045
35. H 0.013
36. H 0.037
37. H 0.018
38. H 0.014
39. H 0.028
40. H 0.039
41. N 0.156
42. C -0.182
43. C -0.230
44. C -0.012
45. C -0.084
46. C -0.205
47. C -0.099
48. C -0.016
49. H 0.124
50. H 0.084
51. H 0.077
52. H 0.121
53. Br 0.896
54. C -0.731
55. C -0.106
56. C -0.045
57. C -0.045
58. C -0.153
59. N -0.005
60. H 0.103
61. H 0.117
62. H 0.114
63. H 0.089
64. I 0.927
65. C -0.720
66. C -0.108
67. C -0.031
68. C -0.137
69. N -0.041
70. C -0.221
71. H 0.106
72. H 0.116
73. H 0.097
74. H 0.081

***

Number 1: energy -3607.39708 a.u., gap between HOMO and LUMO 8.352 eV. Number 2: energy -362.25205 a.u., gap between HOMO and LUMO 4.133 eV. Number 3: energy -281.50532 a.u., gap between HOMO and LUMO 10.576 eV. Number 4: energy -1075.29069 a.u., gap between HOMO and LUMO 8.641 eV. Number 5: energy -687.91528 a.u., gap between HOMO and LUMO 9.795 eV. Number 6: energy -5861.13894 a.u., gap between HOMO and LUMO 7.414 eV.